{
  "formula": "C2HCl4NO2",
  "method": "ωB97M-V/def2-TZVPD",
  "species": ["Cl", "Cl", "Cl", "Cl", "O", "O", "N", "C", "C", "H"],
  "positions_angstrom": [[-1.681504, -1.857010, -0.455174], [0.945115, 1.156785, 1.153594], [0.644535, -1.952993, 1.219651], [2.911548, -0.923775, -1.059192], [-1.211841, 2.410207, 0.012213], [-2.056424, 0.775253, -1.092385], [-1.263076, 1.254113, -0.318528], [-0.302025, 0.352847, 0.290141], [-0.449178, -0.992660, 0.325768], [2.462852, -0.222764, -0.076088]],
  "forces_ev_per_a": [[0.1, -0.2, 0.1], [-0.1, -0.1, -0.1], [-0.2, 0.0, 0.0], [0.1, 0.1, -0.1], [0.0, 0.5, 0.1], [-0.3, 0.0, -0.4], [-0.2, 0.0, -0.2], [0.4, -0.8, 0.7], [0.0, 0.7, -0.1], [0.2, -0.1, -0.2]],
  "smiles": "O=[N+]([O-])C(Cl)=C(Cl)Cl.Cl",
  "homo_ev": -10.5,
  "homo_lumo_gap_ev": 9.3,
  "lumo_ev": -1.15,
  "de_lowest_kj_mol": 22.7
}



{
  "formula": "C21H31F5OP2Tc",
  "method": "ωB97M-V/def2-TZVPD",
  "species": ["Tc", "P", "P", "F", "F", "F", "F", "F", "O", "C", "C", "C", "C", "C", "C", "C", "C", "C", "C", "C", "C", "C", "C", "C", "C", "C", "C", "C", "C", "C", "H", "H", "H", "H", "H", "H", "H", "H", "H", "H", "H", "H", "H", "H", "H", "H", "H", "H", "H", "H", "H", "H", "H", "H", "H", "H", "H", "H", "H", "H", "H"],
  "positions_angstrom": [[1.577543, 0.083377, -1.425699], [0.963938, -1.800469, -0.573798], [0.359036, 0.232217, -3.169015], [4.838702, 3.326600, -0.782195], [3.455891, 3.695354, 3.832115], [1.678089, 1.629159, 3.450266], [3.366241, -0.325922, -1.833015], [4.936635, 4.672992, 1.678538], [1.528676, 0.560729, 0.695388], [-3.120825, -0.059885, 3.998711], [1.766613, 2.273556, -2.024739], [-1.702204, -0.416805, 4.014458], [-1.520559, 0.493660, -3.499370], [-2.567666, 0.858361, 1.057383], [0.461818, -1.700643, -3.157286], [3.982359, 3.020473, 0.241335], [2.997735, 2.125408, 0.053519], [-1.197281, 0.360624, 1.649857], [-4.079855, -0.999027, 3.191047], [1.833388, -3.545897, -0.571756], [-0.321282, -1.917066, -1.887739], [2.274261, 1.573911, 1.097861], [3.296484, 3.156879, 2.586973], [2.375866, 2.143609, 2.404053], [-0.317944, -2.661412, 0.590267], [1.114769, 0.586501, -4.817973], [-3.387332, -0.370194, 0.790536], [4.089009, 3.623920, 1.518391], [-3.892980, -1.206792, 1.710046], [-1.022286, -0.482597, 2.872890], [-0.128651, -1.118841, 2.797330], [-3.238507, 0.895486, 3.481740], [1.372614, 3.092844, -1.395512], [-0.843413, -2.860094, -1.847352], [0.744981, -0.055046, -5.632721], [-1.697386, 1.571968, -3.658331], [-3.429282, -0.677359, -0.277406], [-0.754006, -0.280332, 0.857897], [-1.177589, -0.681495, 4.934305], [2.877224, 2.347661, -2.074200], [2.201025, 0.453942, -4.730133], [-5.082388, -0.546422, 3.318266], [0.910728, 1.630868, -5.091185], [-4.108816, -1.947125, 3.752566], [2.150500, -3.835800, -1.579237], [2.690300, -3.561112, 0.121065], [1.120188, -4.303399, -0.204893], [-1.199454, -2.086771, 0.869424], [1.407525, 2.538209, -3.033878], [-2.290764, 1.298530, 0.070503], [-1.025166, -1.112182, -1.604853], [0.199152, -2.237395, -4.065000], [-0.515833, 1.224220, 1.734457], [1.556431, -1.853018, -2.989149], [-2.075279, 0.214004, -2.587831], [0.159399, -3.074823, 1.485596], [-0.689359, -3.513943, 0.006633], [-3.059537, 1.654962, 1.648950], [-4.407103, -2.093542, 1.319312], [-1.993516, -0.056683, -4.363631], [-3.440858, 0.042067, 5.046215]],
  "forces_ev_per_a": [[7.0, 6.5, 3.8], [-3.4, -8.8, 3.4], [-3.6, -1.6, -6.8], [-1.2, 0.1, 1.7], [-0.2, -0.8, -2.2], [1.1, 0.9, -1.8], [-1.3, -0.6, -0.4], [-1.7, -2.2, -0.1], [0.5, 1.7, 2.0], [-1.1, 1.2, -0.1], [0.2, 1.5, -0.8], [0.9, -0.9, -0.6], [0.0, 0.6, 0.8], [0.9, -0.1, 0.0], [0.9, 1.9, 0.3], [1.2, 0.0, -2.4], [0.6, -0.7, -0.1], [-0.3, 0.2, -1.3], [0.1, 0.1, 1.3], [0.5, 0.6, -0.5], [0.4, -0.6, -0.1], [-2.2, -2.1, -1.4], [-0.1, 0.6, 2.3], [-0.4, -0.8, 1.7], [-0.1, 0.5, 0.9], [0.4, 0.9, 0.4], [-0.1, -0.7, -0.1], [1.5, 1.9, 0.2], [-0.3, 0.2, -0.4], [0.7, 0.1, 0.2], [0.1, 0.8, 0.5], [0.0, 0.3, 0.6], [0.1, -0.7, -0.1], [-0.2, -0.3, 0.0], [-0.2, 0.0, 0.6], [0.2, -0.4, 0.1], [-0.2, 0.1, 0.8], [-0.2, 0.8, -0.1], [-0.5, -0.7, -0.2], [-1.0, 0.1, -0.5], [-0.2, 0.1, -0.1], [0.3, -0.3, -0.1], [0.2, -0.3, 0.0], [-0.1, 0.1, -0.6], [0.2, 0.2, 0.2], [-0.2, 0.3, -0.4], [0.2, 0.7, -0.3], [0.2, 0.2, 0.0], [-0.2, -0.5, 0.1], [-0.3, 0.0, 0.6], [0.0, -0.6, -0.3], [-0.3, 0.4, -0.3], [-0.2, -0.2, 0.1], [-0.6, -0.6, -0.4], [0.2, 0.2, -0.4], [0.0, 0.4, -0.1], [0.4, 0.4, 0.0], [0.3, -0.6, -0.3], [0.2, 0.2, 0.2], [1.3, 0.2, 0.7], [-0.5, 0.0, -0.5]],
  "s_squared": 3.82,
  "spin_multiplicity": 4,
  "homo_ev": [-13.4, -13.4],
  "homo_lumo_gap_ev": [3.2, 3.4],
  "lumo_ev": [-10.18, -9.99],
  "total_charge": 2
}



{
  "formula": "C18H24CuN2Se3Te",
  "method": "ωB97M-V/def2-TZVPD",
  "species": ["Te", "Se", "Se", "Se", "Cu", "N", "N", "C", "C", "C", "C", "C", "C", "C", "C", "C", "C", "C", "C", "C", "C", "C", "C", "C", "C", "H", "H", "H", "H", "H", "H", "H", "H", "H", "H", "H", "H", "H", "H", "H", "H", "H", "H", "H", "H", "H", "H", "H", "H"],
  "positions_angstrom": [[4.481394, 6.324568, -1.794354], [2.643986, 4.834530, -2.104478], [5.717912, 5.407123, 0.185708], [4.632560, 3.525515, 0.824866], [2.632155, 2.985469, -0.466264], [0.690209, 2.201142, -1.221957], [2.248507, 1.122976, 0.690907], [-0.061460, 2.751260, -2.168775], [3.038304, 0.614800, 1.630418], [-0.162136, -2.321604, 3.451307], [-3.059313, 0.395572, -2.426693], [1.591257, -1.243939, 2.045011], [-2.775365, -1.023031, -2.936613], [-1.743094, 1.057241, -2.029794], [-0.949103, 0.483650, -1.039308], [2.757676, -0.549151, 2.325151], [-3.775782, 1.178854, -3.524601], [-1.267301, 2.226779, -2.602021], [1.044246, -3.652683, 1.708941], [0.247850, 1.070266, -0.660102], [0.767928, -0.703554, 1.059227], [2.219782, -2.958643, 3.789907], [1.185119, -2.534750, 2.749713], [-3.973730, 0.319178, -1.197397], [1.118923, 0.467550, 0.406564], [-3.711987, -1.506808, -3.220707], [0.281802, -3.419675, 0.964111], [-4.192694, 1.312280, -0.801604], [-2.120348, -1.008958, -3.809290], [1.984326, -3.828288, 1.183353], [1.897289, -3.882428, 4.272270], [3.460745, -0.886345, 3.072072], [0.751035, -4.581389, 2.202561], [-0.464013, -3.240759, 3.957411], [3.195859, -3.144827, 3.338069], [3.945045, 1.171482, 1.834907], [-3.526467, -0.270211, -0.395553], [-1.277177, -0.427873, -0.564876], [-2.302330, -1.641313, -2.172187], [-0.950704, -2.059687, 2.744240], [-3.175131, 1.244909, -4.433670], [-4.918475, -0.155484, -1.469706], [-4.710006, 0.677496, -3.781346], [-0.101753, -1.526523, 4.196317], [0.320714, 3.666047, -2.605481], [-0.151114, -1.208845, 0.806854], [-1.807002, 2.749310, -3.377568], [-4.021725, 2.193119, -3.204689], [2.343585, -2.204351, 4.569152]],
  "forces_ev_per_a": [[0.1, 0.2, -0.1], [-0.2, -0.2, -0.1], [0.0, -0.1, 0.1], [0.0, -0.1, 0.1], [0.2, 0.3, 0.0], [-0.1, -0.2, 0.1], [-0.2, -0.1, -0.1], [0.1, 0.1, 0.0], [0.1, 0.2, -0.1], [-0.1, 0.0, 0.0], [0.1, 0.1, 0.0], [-0.1, 0.0, 0.0], [0.0, -0.1, 0.0], [0.0, -0.1, 0.0], [0.0, 0.1, 0.0], [0.0, 0.0, 0.0], [0.0, 0.0, -0.1], [0.0, 0.0, 0.0], [0.0, -0.1, 0.0], [0.1, -0.1, 0.2], [0.1, 0.0, 0.0], [0.0, 0.0, 0.0], [0.1, 0.1, 0.0], [0.0, 0.0, 0.0], [-0.2, 0.1, -0.1], [0.0, 0.0, 0.0], [0.0, 0.0, 0.0], [0.0, 0.0, 0.0], [0.0, 0.0, 0.0], [0.0, 0.0, 0.0], [0.0, 0.0, 0.0], [0.0, 0.0, 0.0], [0.0, 0.0, 0.0], [0.0, 0.0, 0.0], [0.0, 0.0, 0.0], [0.0, 0.0, 0.0], [0.0, 0.0, 0.0], [0.0, 0.0, 0.0], [0.0, 0.0, 0.0], [0.0, 0.0, 0.0], [0.0, 0.0, 0.0], [0.0, 0.0, 0.0], [0.0, 0.0, 0.0], [0.0, 0.0, 0.0], [0.0, 0.0, 0.0], [0.0, 0.0, 0.0], [0.0, 0.0, 0.0], [0.0, 0.0, 0.0], [0.0, 0.0, 0.0]],
  "s_squared": 0.76,
  "spin_multiplicity": 2,
  "homo_ev": [-6.6, -6.7],
  "homo_lumo_gap_ev": [6.4, 5.3],
  "lumo_ev": [-0.20, -1.34],
  "de_lowest_kj_mol": 0.0
}



{
  "formula": "C2H9NO4",
  "method": "ωB97M-V/def2-TZVPD",
  "species": ["O", "O", "O", "O", "N", "C", "C", "H", "H", "H", "H", "H", "H", "H", "H", "H"],
  "positions_angstrom": [[-0.341537, -0.942348, 3.434039], [-0.048994, -2.301559, -1.911667], [-0.635019, 1.388925, 1.368528], [0.725478, -0.321701, 0.337112], [-0.065258, 1.235568, -2.076615], [0.309509, 1.713928, -0.846175], [0.189908, 0.776896, 0.435105], [0.431558, -3.194896, -1.944265], [0.373901, -1.940004, -1.087749], [-1.163366, -1.496090, 3.424892], [-0.780966, 0.646320, 1.989890], [-0.379128, 2.586353, -0.644422], [1.334413, 2.102907, -0.694849], [0.668467, 0.657676, -2.572515], [-0.851400, 0.486051, -2.018449], [0.232437, -1.398025, 2.807143]],
  "forces_ev_per_a": [[-1.3, -0.7, -0.3], [1.9, -1.7, 1.3], [1.7, -2.9, -0.7], [-1.4, 1.0, 2.1], [-0.6, -4.5, -3.4], [-0.6, 2.4, 4.5], [-0.3, 1.2, -3.4], [-1.2, 1.8, -0.3], [-0.7, 0.0, -1.0], [1.0, 0.7, 0.1], [-0.1, 0.4, 0.8], [0.8, -0.6, 0.2], [-0.3, -0.1, -1.0], [-0.8, 1.0, 0.9], [1.5, 2.0, 0.1], [0.2, 0.1, -0.1]],
  "smiles": "NCC(=O)O.O.O",
  "homo_ev": -9.3,
  "homo_lumo_gap_ev": 9.7,
  "lumo_ev": 0.39,
  "de_lowest_kj_mol": 113.4
}



What are the strongest force on any atom values for these records? In order: 1.18 10.30 0.34 5.67 eV/Å.